The following is a DFT calculation (the ωB97M-V functional and the def2-TZVPD basis) of the molecule C5H12NO.

XYZ file:
```
19
Properties=species:S:1:pos:R:3:forces:R:3
H 1.664 -1.812 2.324 0.3 0.0 0.4
H -0.281 2.309 -0.940 0.2 -0.1 -0.2
O -0.376 1.362 0.896 0.2 -0.3 0.3
H 0.622 -2.548 0.529 -0.4 0.2 -0.1
C 0.821 -0.670 -0.614 -0.4 0.5 -0.8
H 0.730 -0.437 2.261 -0.5 0.3 0.0
H -0.514 2.124 1.456 0.0 0.2 0.3
N 1.431 -0.999 1.767 -0.2 -0.6 -0.2
H -1.835 2.323 -0.106 0.0 -0.1 -0.5
H 1.445 0.211 -0.679 0.3 0.2 0.1
C -1.452 0.477 -1.110 0.6 -0.4 -0.4
C 1.037 -1.560 0.395 0.7 -0.6 0.4
H -0.957 -1.530 -1.442 0.3 -0.3 -0.2
H 2.247 -0.420 1.681 0.4 0.2 -0.1
H -2.222 -0.016 -0.516 -0.1 0.1 0.1
H -0.103 -0.486 -2.558 0.0 0.2 0.1
C -0.969 1.691 -0.362 -0.5 0.6 0.4
C -0.381 -0.604 -1.505 -0.6 -0.1 0.3
H -1.904 0.825 -2.042 -0.3 0.1 0.1
```
Forces are in eV/Å.

Summary:
net charge: 0
multiplicity: 2
E_HOMO (alpha / beta): -3.97 / -7.37 eV
⟨S²⟩: 0.76
total energy: -327.5394 Eh
HOMO-LUMO gap (alpha / beta): 4.7 / 7.8 eV
energy relative to the best compared isomer or geometry (same formula, charge and spin): 2.386 eV